No. 1
{
  "formula": "C49H45BaNO7P2S",
  "method": "ωB97M-V/def2-TZVPD",
  "gap_ha": 0.2974,
  "homo_energy_ev": -7.6759,
  "charge": 0,
  "total_energy_ev": -97473.527,
  "species": ["Ba", "O", "C", "C", "N", "C", "C", "O", "O", "C", "C", "O", "O", "H", "H", "H", "H", "H", "H", "H", "H", "H", "O", "C", "C", "C", "C", "C", "C", "P", "C", "C", "C", "C", "C", "C", "C", "C", "C", "C", "C", "C", "C", "C", "C", "C", "C", "C", "P", "C", "C", "C", "C", "C", "C", "C", "C", "C", "C", "C", "C", "H", "H", "H", "H", "H", "H", "H", "H", "H", "H", "H", "H", "H", "H", "H", "H", "H", "H", "H", "H", "H", "H", "H", "H", "H", "H", "H", "H", "C", "S", "O", "C", "C", "C", "C", "C", "C", "H", "H", "H", "H", "H", "H", "H", "H"],
  "xyz": [[0.420, -0.666, 1.169], [0.432, 0.971, 3.477], [1.246, 0.971, 4.663], [2.657, 0.417, 4.326], [2.646, -0.736, 3.489], [3.867, -0.941, 2.687], [3.835, -0.192, 1.280], [2.748, 0.438, 1.061], [4.790, -0.201, 0.498], [2.102, -1.960, 4.188], [0.682, -2.460, 3.656], [-0.406, -2.591, 4.270], [0.836, -2.838, 2.419], [-0.135, 1.766, 3.532], [0.715, 0.461, 5.428], [1.399, 2.035, 4.896], [3.193, 0.213, 5.277], [3.201, 1.251, 3.816], [3.819, -2.044, 2.431], [4.751, -0.653, 3.233], [2.018, -1.726, 5.279], [2.802, -2.768, 4.012], [-2.418, 0.974, -1.383], [-3.726, 0.889, -0.907], [-4.750, 0.534, -1.711], [-5.979, 0.453, -1.182], [-6.169, 0.494, 0.167], [-5.093, 0.728, 1.018], [-3.852, 1.063, 0.468], [-2.344, 1.201, 1.449], [-2.999, 1.135, 3.157], [-3.769, 2.122, 3.765], [-4.589, 1.845, 4.865], [-4.643, 0.541, 5.394], [-3.790, -0.412, 4.822], [-2.998, -0.139, 3.696], [-1.699, 2.871, 1.099], [-0.345, 2.952, 0.915], [0.286, 4.146, 0.578], [-0.482, 5.303, 0.518], [-1.898, 5.199, 0.820], [-2.490, 4.003, 1.092], [-2.052, 2.074, -2.180], [-2.849, 3.178, -2.411], [-2.303, 4.298, -2.998], [-0.981, 4.267, -3.479], [-0.284, 3.075, -3.443], [-0.742, 2.002, -2.700], [0.169, 0.443, -2.347], [1.741, 0.533, -3.310], [2.872, 0.693, -2.483], [4.129, 0.572, -3.047], [4.322, 0.162, -4.369], [3.219, -0.095, -5.141], [1.938, 0.215, -4.651], [-0.843, -0.821, -3.295], [-1.399, -1.887, -2.546], [-2.307, -2.711, -3.187], [-2.679, -2.549, -4.512], [-2.183, -1.492, -5.217], [-1.286, -0.602, -4.607], [-4.485, 0.463, -2.768], [-6.859, 0.333, -1.767], [-7.154, 0.429, 0.614], [-5.190, 0.696, 2.114], [-3.735, 3.095, 3.433], [-5.219, 2.631, 5.247], [-5.195, 0.211, 6.236], [-3.827, -1.370, 5.261], [-2.317, -0.905, 3.322], [0.181, 1.973, 0.978], [1.306, 4.074, 0.246], [-0.016, 6.249, 0.169], [-2.534, 6.088, 0.628], [-3.584, 3.928, 1.271], [-3.880, 3.216, -2.099], [-2.952, 5.126, -3.113], [-0.626, 5.064, -4.108], [0.690, 2.863, -3.914], [2.707, 0.852, -1.443], [5.004, 0.686, -2.368], [5.292, -0.081, -4.789], [3.244, -0.346, -6.194], [1.075, 0.128, -5.312], [-1.162, -2.009, -1.560], [-2.736, -3.542, -2.635], [-3.239, -3.385, -4.920], [-2.482, -1.279, -6.259], [-0.956, 0.292, -5.130], [2.465, -3.588, -2.634], [2.827, -2.491, -1.329], [1.514, -2.194, -0.596], [3.783, -3.762, -0.437], [3.267, -4.511, 0.623], [4.114, -5.403, 1.319], [5.447, -5.440, 0.949], [5.970, -4.656, -0.060], [5.136, -3.813, -0.755], [1.929, -4.485, -2.282], [3.399, -3.870, -3.103], [1.751, -3.066, -3.301], [2.239, -4.423, 0.912], [3.808, -5.970, 2.183], [6.174, -6.059, 1.438], [7.025, -4.612, -0.311], [5.449, -3.137, -1.561]],
  "forces_ev_per_angstrom": [[0.90, -0.24, 0.21], [-0.56, 0.58, -0.17], [1.18, 0.95, -1.37], [-0.06, 1.13, 0.20], [-0.91, -1.47, -0.38], [-1.41, -1.11, -1.20], [-0.26, 0.76, 0.22], [-0.58, -0.13, -0.16], [0.11, -0.72, 0.73], [-0.86, 1.33, 0.87], [-0.26, -1.45, -1.03], [2.15, 1.10, -0.16], [-0.27, 0.76, 0.69], [0.32, -0.71, -0.11], [-0.28, -0.61, 0.86], [-0.05, -0.34, 0.59], [-0.17, 0.22, -0.07], [-0.36, -0.77, 0.19], [0.71, 1.18, 0.25], [0.60, -0.17, 0.12], [0.21, -0.34, -0.66], [-0.08, -0.29, 0.19], [-0.26, 0.90, -0.88], [1.99, 0.42, 1.12], [1.58, 0.57, -2.25], [-2.13, -0.46, 0.24], [0.06, 0.43, 1.71], [0.14, 0.46, 0.42], [-0.68, -0.91, 0.27], [0.62, -0.09, 0.32], [-0.33, 0.12, -0.55], [-0.44, -1.70, 1.37], [0.06, -0.71, -0.08], [1.75, 0.39, -1.65], [-0.43, 1.02, -0.40], [0.02, -0.39, 1.04], [-0.72, -0.85, 1.05], [0.56, -1.19, -0.26], [-0.54, -0.02, -0.15], [-1.07, -0.26, 0.05], [1.38, 2.07, -1.33], [-1.04, 0.01, 0.10], [0.67, -0.75, 0.43], [-0.16, -0.25, 0.61], [1.35, -0.71, -0.38], [-1.15, -0.05, -0.82], [1.18, -0.71, 0.41], [-1.26, -0.71, 0.11], [-0.06, -0.32, -0.51], [0.21, -0.06, 0.59], [-0.53, -0.14, -1.60], [1.55, -0.13, 0.97], [0.09, -0.47, 0.51], [-1.77, 1.20, -0.60], [-0.13, -0.51, 0.02], [-0.54, 0.53, 0.56], [-0.42, 1.21, -3.50], [0.07, -0.61, 0.83], [0.20, -1.14, 0.55], [0.40, 1.37, -1.19], [-0.14, -0.34, 0.50], [-0.51, -0.19, 0.13], [-0.40, -0.24, -0.75], [-0.02, -0.25, -0.21], [-0.21, 0.10, -0.68], [-0.03, 2.03, -0.94], [-0.01, 0.16, 0.22], [-0.75, 0.25, 0.61], [0.35, -1.11, 0.23], [-0.33, 0.00, 0.00], [0.13, 1.38, -0.25], [0.39, 0.40, 0.18], [-0.61, -0.70, 0.41], [0.54, -0.53, 0.51], [0.85, 0.11, -0.28], [-0.14, -0.16, 0.23], [-0.23, 0.93, -0.22], [0.21, 0.38, 0.16], [-0.41, 0.85, 0.06], [0.35, 0.18, 0.85], [-0.71, -0.04, -0.62], [0.12, 0.31, 0.32], [0.47, -0.26, 0.05], [0.36, -0.14, 0.13], [0.67, -0.42, 2.39], [0.04, 0.02, -0.01], [-0.34, 0.56, -0.36], [0.16, -0.33, 0.65], [-0.11, -0.18, -0.02], [-1.92, -0.55, -0.92], [-0.11, 0.18, 1.60], [1.17, -0.81, -0.93], [-0.10, 0.26, 1.12], [0.46, -0.51, -0.02], [0.13, 1.10, -0.79], [0.63, -0.27, 0.10], [0.08, 0.59, -0.68], [-0.85, 0.77, -0.73], [0.36, 0.28, 0.12], [0.07, 0.08, -0.29], [0.67, -0.15, -0.04], [-0.45, 0.24, 0.13], [-0.40, -0.08, -0.07], [-0.08, -0.39, 0.52], [-0.06, -0.38, 0.23], [0.39, -0.31, 0.43]]
}

No. 2
{
  "formula": "C49H46N8Na",
  "method": "ωB97M-V/def2-TZVPD",
  "gap_ha": 0.2208,
  "homo_energy_ev": -3.9595,
  "charge": -1,
  "total_energy_ev": -67899.351,
  "species": ["Na", "C", "C", "C", "C", "C", "C", "C", "H", "H", "H", "H", "H", "H", "H", "H", "N", "C", "C", "C", "C", "C", "C", "C", "C", "C", "C", "C", "C", "N", "C", "C", "C", "C", "N", "H", "H", "H", "H", "H", "H", "H", "H", "H", "H", "C", "C", "C", "C", "C", "C", "C", "N", "C", "N", "C", "C", "C", "C", "C", "C", "C", "N", "C", "C", "C", "C", "C", "C", "C", "H", "H", "H", "H", "H", "H", "H", "H", "H", "H", "H", "H", "H", "H", "H", "H", "H", "H", "H", "H", "H", "H", "C", "C", "N", "C", "C", "N", "H", "H", "H", "H", "H", "H"],
  "xyz": [[-0.127, 0.282, -0.226], [3.689, 1.027, 3.588], [3.518, 0.181, 2.349], [3.963, 0.647, 1.114], [3.809, -0.115, -0.036], [3.201, -1.364, 0.027], [2.735, -1.830, 1.248], [2.896, -1.063, 2.398], [4.737, 1.299, 3.736], [3.345, 0.496, 4.478], [3.109, 1.950, 3.506], [4.430, 1.627, 1.054], [4.161, 0.266, -0.988], [3.074, -1.956, -0.870], [2.243, -2.794, 1.303], [2.525, -1.434, 3.349], [-0.383, 10.761, 0.797], [-0.344, 9.619, 0.678], [-0.296, 8.178, 0.525], [-1.440, 7.477, 0.153], [-1.386, 6.099, 0.008], [-0.203, 5.404, 0.242], [0.932, 6.114, 0.616], [0.893, 7.493, 0.752], [-0.160, 3.912, 0.096], [0.036, 3.203, 1.296], [-0.036, 3.781, 2.604], [0.179, 2.755, 3.497], [0.387, 1.595, 2.699], [0.310, 1.842, 1.401], [-0.317, 3.425, -1.203], [-0.386, 4.224, -2.397], [-0.548, 3.345, -3.439], [-0.573, 2.040, -2.848], [-0.439, 2.078, -1.537], [-2.362, 8.016, -0.021], [-2.262, 5.535, -0.289], [1.852, 5.572, 0.802], [1.779, 8.046, 1.034], [-0.245, 4.817, 2.831], [0.185, 2.803, 4.577], [0.610, 0.593, 3.056], [-0.298, 5.301, -2.453], [-0.626, 3.575, -4.493], [-0.690, 1.087, -3.358], [-4.720, -1.518, -1.879], [-5.355, -2.009, -0.605], [-6.699, -1.725, -0.372], [-7.371, -2.136, 0.771], [-6.667, -2.834, 1.741], [-5.327, -3.122, 1.540], [-4.659, -2.747, 0.370], [-3.334, -3.235, 0.229], [-2.196, -2.466, -0.229], [-1.915, -2.728, -1.523], [-0.823, -2.303, -2.363], [0.144, -1.423, -1.881], [1.145, -1.136, -2.833], [1.181, -1.665, -4.123], [0.175, -2.538, -4.526], [-0.846, -2.875, -3.650], [-1.935, -3.827, -4.094], [-1.499, -1.731, 0.553], [-1.783, -1.640, 1.923], [-2.461, -0.535, 2.441], [-2.703, -0.419, 3.801], [-2.247, -1.396, 4.677], [-1.544, -2.480, 4.169], [-1.303, -2.623, 2.804], [-0.510, -3.794, 2.273], [-5.443, -0.935, -2.448], [-4.392, -2.348, -2.510], [-3.865, -0.874, -1.682], [-7.235, -1.162, -1.130], [-8.418, -1.897, 0.908], [-7.152, -3.146, 2.659], [-4.771, -3.656, 2.307], [-3.062, -3.691, 1.088], [-2.580, -3.349, -1.940], [1.944, -0.438, -2.563], [1.976, -1.402, -4.816], [0.180, -2.961, -5.527], [-1.727, -4.202, -5.096], [-2.919, -3.343, -4.126], [-2.017, -4.697, -3.432], [-2.787, 0.234, 1.749], [-3.227, 0.452, 4.177], [-2.417, -1.304, 5.744], [-1.154, -3.234, 4.848], [0.218, -4.131, 3.014], [0.022, -3.519, 1.359], [-1.145, -4.655, 2.039], [-5.623, 1.211, 1.780], [-4.986, 2.060, 0.732], [-4.329, 1.665, -0.338], [-3.986, 2.815, -1.029], [-4.436, 3.914, -0.369], [-5.072, 3.421, 0.755], [-5.527, 1.664, 2.770], [-5.159, 0.231, 1.800], [-6.684, 1.068, 1.568], [-3.415, 2.769, -1.948], [-4.388, 4.969, -0.587], [-5.493, 3.966, 1.482]],
  "forces_ev_per_angstrom": [[0.04, -0.57, 0.18], [-0.04, -0.04, -0.07], [-0.01, 0.02, 0.02], [0.00, -0.02, -0.03], [0.03, -0.02, 0.07], [0.01, 0.02, 0.04], [0.08, 0.06, 0.06], [0.01, -0.03, -0.05], [-0.03, -0.01, 0.00], [0.02, 0.01, -0.04], [0.01, -0.03, 0.00], [-0.03, -0.05, -0.01], [-0.03, 0.00, 0.02], [-0.07, 0.05, 0.03], [0.01, 0.05, 0.00], [0.01, 0.01, -0.04], [0.00, 0.09, 0.01], [0.00, -0.50, -0.07], [-0.04, 0.32, 0.03], [-0.11, -0.05, -0.03], [-0.02, 0.07, -0.03], [-0.09, -0.18, -0.04], [0.10, 0.09, 0.05], [0.15, -0.06, 0.03], [0.04, 0.00, -0.01], [0.11, -0.03, 0.05], [0.03, -0.10, -0.07], [-0.03, -0.05, -0.07], [0.05, 0.00, 0.00], [-0.21, 0.39, 0.28], [-0.06, -0.01, 0.02], [-0.03, -0.15, 0.00], [0.01, -0.06, 0.03], [-0.08, 0.04, 0.03], [0.00, 0.63, -0.27], [0.01, -0.03, 0.00], [0.05, 0.05, 0.02], [-0.03, 0.02, 0.00], [0.00, -0.04, 0.00], [0.01, -0.05, 0.01], [0.00, 0.00, -0.04], [-0.07, 0.11, -0.04], [-0.01, -0.08, 0.00], [0.00, -0.02, 0.09], [0.05, 0.13, 0.06], [-0.06, -0.02, 0.05], [0.14, 0.04, 0.01], [-0.01, -0.02, 0.03], [0.10, 0.04, 0.02], [0.02, 0.02, -0.01], [-0.04, -0.05, 0.05], [0.09, 0.05, 0.07], [-0.18, 0.02, -0.11], [0.03, -0.04, -0.09], [0.27, 0.22, 0.12], [-0.14, -0.12, 0.16], [0.30, 0.06, -0.44], [-0.08, -0.12, -0.17], [-0.03, 0.04, 0.15], [0.03, 0.01, 0.01], [-0.06, -0.04, -0.03], [0.05, 0.06, 0.01], [-0.08, 0.29, 0.12], [-0.22, -0.19, -0.04], [-0.07, 0.03, -0.05], [0.07, 0.04, -0.08], [0.03, -0.03, -0.05], [0.03, -0.01, -0.03], [0.13, -0.06, 0.06], [0.01, 0.04, 0.04], [-0.01, 0.01, 0.01], [0.00, 0.03, 0.03], [0.02, 0.00, -0.01], [0.04, 0.00, 0.03], [0.01, -0.01, -0.01], [0.03, 0.00, -0.04], [-0.04, 0.05, -0.05], [-0.01, -0.03, 0.08], [-0.07, -0.13, 0.02], [-0.08, -0.08, -0.04], [-0.02, 0.00, 0.03], [0.00, 0.00, 0.02], [0.00, 0.01, 0.00], [0.05, -0.03, 0.01], [0.01, 0.02, -0.04], [0.01, 0.00, 0.01], [0.00, -0.02, -0.01], [0.01, -0.01, -0.06], [-0.03, 0.02, -0.03], [-0.03, 0.00, 0.00], [-0.07, 0.00, 0.06], [-0.01, 0.03, -0.03], [0.04, 0.04, -0.07], [0.22, 0.27, -0.35], [-0.12, 0.09, 0.16], [0.08, -0.32, 0.01], [-0.14, -0.09, 0.10], [-0.02, 0.04, -0.02], [0.01, -0.01, -0.06], [0.06, -0.12, -0.03], [-0.03, 0.00, 0.01], [-0.05, 0.01, 0.16], [-0.01, -0.11, 0.03], [-0.03, 0.04, 0.05]]
}

Respective energy relative to the best compared isomer or geometry (same formula, charge and spin) values: 0.299 0.000 eV.